A cluster of 2 separate species, CF2O3S in total at a distorted geometry, computed with ωB97M-V/def2-TZVPD.

Each line ends with the Mulliken charge.
Element x y z (Å)
C1 -1.0825 -1.2193 1.0304  0.12
O1 -2.0287 -0.6111 1.1344  -0.15
O2 0.0499 1.5159 0.3516  -0.47
O3 -0.3788 -0.2185 -1.3518  -0.41
F1 1.2233 -0.6726 0.4454  -0.15
F2 1.7573 0.8214 -1.1622  -0.16
S1 0.4594 0.3842 -0.4478  1.21

Results
Gap between HOMO and LUMO   13.51 eV
Spin multiplicity   1
F_max   5.4 eV Å⁻¹
Highest occupied orbital energy   -0.479 Ha
Energy above the lowest of the compared OMol25 structures with the same formula, charge and spin   160.16 kJ/mol